(1)
Below is 8 unconnected molecules or ions with the total composition C22H37Cl14F4NO4 at a distorted geometry, with properties calculated with wB97M-V/def2-TZVPD.

Each line ends with the Löwdin charge.
Geometry (Å):
C1 -2.150459 -4.683352 3.375957  -0.021
C2 -1.676997 -4.093492 2.088681  -0.318
C3 -1.465927 -5.049376 0.948834  -0.009
N1 -1.357251 -2.856309 1.916948  0.211
C4 -2.150119 -1.750556 2.124678  -0.467
F1 -1.326959 -0.646038 1.789882  0.044
O1 -2.641731 -1.404767 3.403584  0.136
C5 -3.490721 -0.343926 3.174296  -0.524
O2 -3.871587 0.387090 4.040069  0.172
O3 -3.814823 -0.276491 1.868920  0.098
C6 -3.365345 -1.505177 1.227241  -0.104
C7 -4.566788 -2.433017 1.272330  -0.063
O4 -4.662623 -3.113346 2.522821  0.039
C8 -5.677602 -4.006558 2.600894  -0.690
F2 -6.886241 -3.417532 2.495796  0.171
F3 -5.607330 -4.946501 1.631810  0.158
F4 -5.601493 -4.619147 3.790081  0.166
H1 -1.546681 -5.561136 3.612150  0.101
H2 -3.183106 -5.021763 3.346720  0.074
H3 -2.055144 -4.003334 4.212935  0.033
H4 -0.417761 -5.353285 0.929172  0.098
H5 -2.115028 -5.913970 1.028390  0.086
H6 -1.622860 -4.491893 0.029971  0.081
H7 -3.058164 -1.356962 0.200113  0.174
H8 -4.560239 -3.117821 0.425086  0.144
H9 -5.445424 -1.800628 1.152570  0.150
Cl1 1.704872 3.902654 0.535865  0.540
C9 0.154218 3.191752 1.051360  -0.654
C10 -0.268053 2.039753 0.184572  -0.659
Cl2 -0.708964 2.553423 -1.471760  0.522
H10 -0.584353 3.988590 1.059035  0.069
H11 0.292909 2.832029 2.069667  0.064
H12 -1.145423 1.563227 0.615744  0.058
H13 0.522900 1.298701 0.103826  0.064
Cl3 3.000685 1.275241 2.448999  0.548
C11 4.450959 2.307531 2.489158  -0.678
C12 5.672436 1.567993 2.965067  -0.721
Cl4 5.564680 1.130022 4.691761  0.542
H14 4.227757 3.161919 3.122620  0.071
H15 4.617222 2.660249 1.473408  0.032
H16 6.547758 2.204255 2.852669  0.055
H17 5.829171 0.653882 2.400559  0.038
Cl5 4.316402 1.673193 -2.146202  0.546
C13 5.717842 2.777169 -2.109188  -0.697
C14 6.978832 2.072365 -1.684596  -0.630
Cl6 6.928280 1.595475 0.035872  0.614
H18 5.476965 3.600321 -1.447545  0.020
H19 5.834067 3.168213 -3.116747  0.058
H20 7.831134 2.738912 -1.801765  0.076
H21 7.153193 1.178024 -2.276584  0.070
Cl7 4.828178 5.954486 -2.614348  0.574
C15 3.051707 5.779200 -2.711610  -0.642
C16 2.564071 5.705418 -4.133203  -0.662
Cl8 2.763795 7.251229 -4.999527  0.539
H22 2.608040 6.615043 -2.178342  0.071
H23 2.793345 4.857716 -2.192815  0.041
H24 1.501216 5.471234 -4.136572  0.073
H25 3.092655 4.938887 -4.693818  0.067
Cl9 -3.253169 -3.469494 6.543647  0.591
C17 -4.540491 -2.364906 5.984755  -0.643
C18 -5.438611 -1.923867 7.107242  -0.648
Cl10 -6.439829 -3.260234 7.738703  0.536
H26 -5.099216 -2.874999 5.204748  0.045
H27 -4.049226 -1.500756 5.549495  0.048
H28 -6.120684 -1.158706 6.741987  0.076
H29 -4.866734 -1.516497 7.936243  0.069
Cl11 3.383341 -2.695024 -4.867760  0.538
C19 2.189969 -1.364311 -4.867975  -0.721
C20 1.663049 -1.066944 -3.490894  -0.671
Cl12 0.637786 -2.378808 -2.855096  0.527
H30 1.389717 -1.634766 -5.545542  0.028
H31 2.698411 -0.486050 -5.248849  0.023
H32 1.044620 -0.171468 -3.529731  0.061
H33 2.469908 -0.903800 -2.780418  0.051
Cl13 1.427292 0.483515 -7.348793  0.606
C21 -0.170139 0.893156 -8.025547  -0.641
C22 -1.108055 1.380963 -6.952860  -0.656
Cl14 -1.538834 0.079237 -5.811962  0.549
H34 -0.558655 0.007231 -8.520110  0.070
H35 -0.020390 1.671354 -8.771578  0.074
H36 -2.032842 1.733897 -7.405260  0.073
H37 -0.667311 2.192458 -6.379939  0.066

Cartesian forces (eV/Å) of the 2 atoms listed first:
C -0.159 0.057 0.368
C 0.292 0.374 0.512

Values from the calculation:
- E_tot: -219279.90007 eV
- Kohn-Sham gap: 9.9 eV
- SMILES string: CC(C)=N[C@]1(F)OC(=O)O[C@@H]1COC(F)(F)F.ClCCCl.ClCCCl.ClCCCl.ClCCCl.ClCCCl.ClCCCl.ClCCCl
- Maximum force: 2.54 eV/A
- LUMO energy: 0.0588 eV

---

(2)
Below is 9 unconnected molecules or ions with the total composition C22H37Cl16NO2 at a distorted geometry, with properties calculated with wB97M-V/def2-TZVPD.

Each line ends with the Löwdin charge.
Geometry (Å):
O1 0.976701 -1.960992 -2.855201  0.052
N1 1.307408 -0.800711 -2.839995  -0.336
O2 2.156254 -0.336372 -3.573280  0.083
C1 0.822165 0.083335 -1.793770  -0.184
C2 0.260409 -0.483147 -0.654683  -0.045
C3 -0.178192 0.357627 0.355543  -0.135
C4 -0.157439 1.752153 0.194237  -0.101
C5 0.382130 2.302685 -0.951470  -0.074
C6 0.820726 1.449188 -1.948191  -0.023
H1 0.079074 -1.551512 -0.663917  0.089
H2 -0.600716 -0.094515 1.239730  0.003
H3 -0.497995 2.306955 1.059423  0.067
H4 0.412036 3.382728 -0.994630  0.114
H5 1.164683 1.842653 -2.899090  0.129
Cl1 1.784271 3.807524 3.640923  0.529
C7 1.173080 3.152318 5.174163  -0.631
C8 0.596457 1.756094 4.990630  -0.670
Cl2 -0.557796 1.554271 3.666787  0.590
H6 0.403680 3.843041 5.505638  0.066
H7 2.044085 3.084921 5.818263  0.072
H8 0.196238 1.348468 5.924710  0.079
H9 1.422893 1.041845 4.921166  0.030
Cl3 -0.230144 -2.462417 2.414118  0.640
C9 -1.843676 -3.221005 2.450585  -0.612
C10 -1.992193 -4.309489 1.411110  -0.642
Cl4 -2.240802 -3.644734 -0.210464  0.577
H10 -2.549412 -2.424484 2.223504  0.022
H11 -2.052962 -3.607178 3.444944  0.082
H12 -2.783939 -5.030894 1.607766  0.077
H13 -1.097777 -4.935433 1.380112  0.064
Cl5 3.965951 0.104189 3.925401  0.558
C11 4.088611 -0.187740 2.169355  -0.676
C12 3.051754 0.552991 1.358260  -0.681
Cl6 3.513649 2.247194 1.107940  0.558
H14 3.963281 -1.263363 2.079845  -0.030
H15 5.087552 0.126581 1.886405  0.049
H16 2.017601 0.568373 1.696348  0.047
H17 3.003958 0.094794 0.366526  0.013
Cl7 -2.512217 3.623032 -2.659182  0.548
C13 -3.154685 3.083729 -1.082024  -0.685
C14 -2.890074 4.090597 0.010585  -0.666
Cl8 -3.806858 5.611792 -0.196479  0.545
H18 -2.779557 2.081445 -0.879757  0.000
H19 -4.224984 2.894422 -1.182642  0.071
H20 -1.842108 4.375824 0.074038  0.055
H21 -3.168545 3.730246 0.999469  0.064
Cl9 5.208541 0.302680 -1.060389  0.600
C15 4.620107 1.343475 -2.407647  -0.641
C16 5.394604 2.638216 -2.516397  -0.654
Cl10 4.837235 3.528812 -3.959495  0.552
H22 3.565426 1.472747 -2.193374  0.031
H23 4.778183 0.815478 -3.344595  0.067
H24 6.458374 2.443026 -2.632645  0.069
H25 5.283929 3.295659 -1.657161  0.062
Cl11 -5.988172 -1.190068 2.686632  0.539
C17 -5.805969 -0.666448 1.004171  -0.654
C18 -4.357417 -0.529181 0.566423  -0.641
Cl12 -3.338625 0.330539 1.751329  0.580
H26 -6.353774 0.274965 0.964128  0.066
H27 -6.346397 -1.352408 0.353777  0.078
H28 -4.349259 0.007598 -0.380408  0.032
H29 -3.939851 -1.515113 0.376993  0.021
Cl13 -3.269588 -3.271966 -3.362446  0.555
C19 -2.449170 -2.085696 -4.372819  -0.656
C20 -3.112959 -0.722621 -4.221189  -0.630
Cl14 -2.656565 0.006856 -2.675732  0.638
H30 -2.637533 -2.425186 -5.392984  0.072
H31 -1.373650 -2.065353 -4.220200  0.059
H32 -4.194963 -0.818261 -4.246083  0.066
H33 -2.799274 -0.014149 -4.985381  0.076
Cl15 3.188468 -4.293548 -2.097059  0.550
C21 2.083893 -4.264592 -0.672859  -0.622
C22 2.511488 -3.176352 0.285589  -0.675
Cl16 4.164495 -3.290123 0.941903  0.606
H34 2.059636 -5.232998 -0.175207  0.074
H35 1.070263 -4.092145 -1.031381  0.056
H36 1.808520 -3.201685 1.122845  0.001
H37 2.407427 -2.189187 -0.161090  0.042

Cartesian forces (eV/Å) of the 2 atoms listed first:
O -0.801 -0.524 0.086
N 1.246 0.347 0.094

Values from the calculation:
- E_tot: -229357.32725 eV
- Kohn-Sham gap: 9.4 eV
- Energy relative to the best compared isomer or geometry (same formula, charge and spin): 0.294 eV
- SMILES string: O=[N+]([O-])c1ccccc1.ClCCCl.ClCCCl.ClCCCl.ClCCCl.ClCCCl.ClCCCl.ClCCCl.ClCCCl
- Maximum force: 1.82 eV/A
- LUMO energy: -0.5660 eV

---

(3)
Below is a molecular structure, C22H37ClF3IrN2O5P at a distorted geometry, with properties calculated with wB97M-V/def2-TZVPD.

Each line ends with the Löwdin charge.
Geometry (Å):
Ir1 -0.410018 0.279966 -0.698862  1.269
N1 -1.580304 0.676834 -2.310531  -0.099
C1 -3.018222 0.528668 -1.951665  -0.168
C2 -3.251120 1.243978 -0.633764  -0.190
N2 -2.243566 0.721347 0.310565  -0.046
H1 -1.413077 1.603767 -2.684770  0.070
H2 -1.297438 0.000606 -3.024419  0.110
H3 -3.233390 -0.533151 -1.858938  0.117
H4 -3.664810 0.934157 -2.729396  0.137
H5 -4.271012 1.071601 -0.288564  0.135
H6 -3.108666 2.317274 -0.733359  0.104
H7 -2.469566 -0.239889 0.581388  0.113
H8 -2.170027 1.249616 1.175978  0.118
F1 -1.027521 -2.967612 -3.314059  0.156
C3 -0.773930 -3.004697 -1.993112  -0.545
F2 -1.812774 -2.336364 -1.402466  0.087
F3 -0.802270 -4.248656 -1.578845  0.204
C4 0.566831 -2.294331 -1.699446  -0.522
O1 1.517561 -2.920008 -1.348924  0.175
O2 0.511307 -0.994948 -1.980070  -0.235
C5 0.825184 2.207093 -3.493919  -0.103
C6 1.762946 2.451391 -2.315109  -0.477
C7 2.259037 3.902349 -2.334255  -0.086
P1 1.099273 1.901200 -0.679336  0.965
C8 2.585387 1.317329 0.230060  -0.495
C9 3.798088 2.242880 0.078770  -0.090
C10 2.977594 -0.101485 -0.214101  -0.090
C11 0.313589 3.261008 0.272828  -0.503
C12 1.233787 4.288565 0.935426  -0.083
C13 -0.774264 3.956011 -0.553533  -0.096
H9 1.350226 2.414419 -4.426502  0.099
H10 -0.039783 2.878031 -3.451351  0.079
H11 0.496308 1.171780 -3.526382  0.050
H12 2.620404 1.785081 -2.452004  0.109
H13 1.428038 4.605152 -2.380320  0.073
H14 2.864590 4.052672 -3.229103  0.097
H15 2.877208 4.155360 -1.477655  0.053
H16 2.264051 1.275390 1.269786  0.102
H17 4.170892 2.249905 -0.946010  0.082
H18 4.597240 1.853307 0.710496  0.096
H19 3.610122 3.269325 0.384245  0.057
H20 3.348627 -0.109640 -1.241042  0.092
H21 2.160820 -0.815987 -0.163944  0.033
H22 3.780388 -0.465339 0.428764  0.098
H23 -0.164853 2.687377 1.072759  0.086
H24 1.779350 4.887010 0.208346  0.072
H25 1.941404 3.821952 1.617830  0.077
H26 0.618144 4.971364 1.524300  0.092
H27 -0.346767 4.658714 -1.267669  0.075
H28 -1.433767 4.524020 0.105258  0.096
H29 -1.382602 3.241536 -1.104737  0.028
C14 0.352435 -5.529898 1.878687  -0.009
C15 -0.827017 -4.822857 2.492486  -0.184
C16 -2.078115 -5.419672 2.554261  -0.052
C17 -3.164552 -4.742811 3.087134  -0.662
Cl1 -4.720786 -5.528617 3.151464  0.660
C18 -3.028586 -3.456972 3.565064  -0.104
C19 -1.782283 -2.842201 3.498883  -0.016
C20 -0.702665 -3.522620 2.967463  -0.232
O3 0.575467 -2.988044 2.918231  -0.017
C21 0.695825 -1.599926 2.861700  -0.095
C22 0.080268 -0.998717 1.627463  -0.583
O4 0.223353 0.274235 1.435216  -0.166
O5 -0.537111 -1.668197 0.792873  0.002
H30 0.142183 -6.590053 1.751683  0.084
H31 1.246272 -5.411784 2.488911  0.086
H32 0.577320 -5.104085 0.896869  0.083
H33 -2.209542 -6.423458 2.170217  0.117
H34 -3.877496 -2.941417 3.992476  0.105
H35 -1.674888 -1.832342 3.873559  0.111
H36 1.762154 -1.374187 2.831765  0.151
H37 0.279116 -1.102306 3.744958  0.139

Cartesian forces (eV/Å) of the 2 atoms listed first:
Ir -1.296 -0.385 2.287
N -0.016 -0.334 -0.810

Values from the calculation:
- Charge: +1
- E_tot: -69431.04918 eV
- Kohn-Sham gap: 6.8 eV
- Energy relative to the best compared isomer or geometry (same formula, charge and spin): 2.381 eV
- Maximum force: 2.66 eV/A
- LUMO energy: -3.6084 eV

---

- The lowest E_tot belongs to which entry?
  C22H37Cl16NO2

---

- Among the records above, which one has the highest maximum force?
  C22H37ClF3IrN2O5P

---

- What is the E_tot in the second record?
  -229357.32725 eV